Entry 1:
{
  "formula": "C5H8O",
  "method": "ωB97M-V/def2-TZVPD",
  "e_above_lowest_ev": 3.515,
  "gap_ev": 10.24,
  "symbols": ["H", "C", "C", "C", "O", "H", "C", "H", "H", "H", "H", "H", "C", "H"],
  "xyz": [[0.5095, 0.9223, 0.7147], [-1.8435, 0.8948, -0.0886], [0.1329, -0.0748, 0.4521], [-1.4067, 0.0048, 0.7626], [1.0045, -1.0196, 1.0090], [-1.2729, 2.7312, -0.9128], [-1.6362, 1.7203, -1.0845], [1.5671, -1.5388, -0.9494], [0.1487, -0.1835, -0.6348], [2.6634, -2.0392, 0.3517], [-1.7127, 1.3667, -2.1094], [1.1002, -2.8857, 0.1151], [1.6043, -1.9118, 0.0864], [-1.9928, -0.4711, 1.5468]]
}

---

Entry 2:
{
  "formula": "C5H8O",
  "method": "ωB97M-V/def2-TZVPD",
  "e_above_lowest_ev": 3.758,
  "gap_ev": 10.16,
  "symbols": ["H", "C", "H", "H", "C", "C", "H", "C", "H", "O", "C", "H", "H", "H"],
  "xyz": [[1.3554, 0.5359, -0.9205], [-0.0332, 1.0976, 0.8634], [-1.4395, -0.4333, 1.6632], [2.0702, 0.0651, 0.7277], [0.0936, -0.9144, 0.0763], [-1.0460, -0.0720, 0.7059], [-1.8939, 0.0966, 0.0319], [-0.1497, -0.8542, -1.6822], [0.9112, 0.1360, -1.8848], [-1.0628, -1.2785, -2.3049], [1.0735, 0.1758, 0.3001], [0.0810, 1.4529, 1.8936], [0.2600, -1.9717, 0.3094], [-0.2199, 1.9643, 0.2209]]
}

---

Result set for HOMO: -9.286 -9.177 eV, one per record in the order listed.